(1)
{"formula": "C12H26BBeBr3Cl3F3LiN4O14S", "method": "the ωB97M-V functional and the def2-TZVPD basis", "elements": ["Br", "Br", "Br", "Cl", "Cl", "Cl", "S", "F", "F", "F", "O", "O", "O", "O", "O", "O", "O", "O", "O", "O", "O", "O", "O", "O", "N", "N", "N", "N", "C", "C", "C", "C", "C", "C", "C", "C", "C", "C", "C", "C", "B", "Be", "Li", "H", "H", "H", "H", "H", "H", "H", "H", "H", "H", "H", "H", "H", "H", "H", "H", "H", "H", "H", "H", "H", "H", "H", "H", "H", "H"], "coordinates": [[0.0406, 0.9447, -7.1310], [2.6491, 1.3065, -5.3362], [2.1108, -1.4520, -6.8328], [6.5365, 3.5442, -4.3353], [4.6294, 5.6987, -4.7503], [5.4388, 4.0258, -6.9809], [-2.5301, 3.2016, -10.0802], [-2.5975, 1.2056, -11.8112], [-0.6022, 1.8697, -11.3012], [-1.8353, 3.0584, -12.6216], [-0.5415, -0.2399, -3.0561], [3.4753, -5.5989, 8.6814], [-1.6155, 4.3083, -9.9214], [2.5774, -7.0272, 7.1805], [2.9102, 1.7105, 4.1479], [2.5871, 0.2266, 5.6966], [3.8032, -0.2469, 3.9779], [-2.4683, 2.2090, -9.0193], [0.7543, 1.5908, 6.9907], [-2.9432, 2.3932, -3.2297], [1.7928, -4.9344, 7.5014], [-0.7199, -0.4199, 0.7637], [-6.9366, 7.1047, -0.7210], [-3.8662, 3.5613, -10.4911], [-2.3600, -0.7562, 2.5483], [3.1320, 0.5780, 4.5657], [-0.0433, -1.8322, 2.7176], [1.3450, -2.5907, 4.1487], [-6.5768, 6.2195, -1.7596], [0.8194, -5.2115, 6.5033], [-1.8588, 2.2898, -11.5277], [0.2952, -3.1164, 2.3180], [5.1283, 4.0830, -5.2540], [0.6047, -1.5369, 3.8405], [1.1738, -3.5730, 3.2368], [-0.9231, 0.8106, -2.5797], [1.3116, 0.0750, -5.9889], [-2.5159, 1.3161, -3.6519], [2.6239, -5.9673, 7.7419], [4.4329, -6.6073, 9.0460], [-1.0491, -0.9713, 1.9435], [-2.9302, -1.2603, -0.0007], [-4.8961, 3.1505, -3.4986], [1.9345, -2.6411, 4.9714], [1.3079, 0.9711, 6.3715], [5.0467, -6.8769, 8.1902], [-2.6562, -1.6576, 2.9235], [-2.0917, 1.2856, -4.6565], [-0.0064, 1.9834, 6.5344], [0.5674, -0.6309, 4.4118], [-3.1542, 0.4187, -3.5554], [-1.3127, 0.8037, -1.5389], [-6.4023, 6.9061, 0.0522], [-0.2863, 1.7111, -2.6909], [-5.5190, 6.3427, -2.0255], [-0.0979, -3.6037, 1.4463], [-6.7658, 5.1758, -1.4645], [1.3378, 2.2835, 7.3530], [-7.1884, 6.4577, -2.6259], [-0.2384, -1.0204, 0.1745], [0.7805, -0.2838, -5.1216], [4.3149, 3.4042, -5.0382], [-2.2327, -0.1853, 3.3876], [1.6248, -4.5462, 3.2237], [1.3078, -5.4355, 5.5544], [5.0568, -6.1682, 9.8167], [3.9289, -7.4854, 9.4415], [0.1725, -6.0317, 6.8058], [0.2089, -4.3166, 6.3886]], "atomic_forces_ev_per_a": [[-0.18, 0.11, -0.06], [0.01, -0.04, 0.09], [0.06, -0.01, -0.01], [0.00, -0.01, 0.03], [-0.01, 0.00, 0.02], [-0.01, -0.01, -0.01], [-0.13, 0.47, 0.21], [-0.01, -0.03, 0.02], [0.01, -0.02, 0.03], [0.00, 0.03, -0.02], [-0.83, -0.14, -0.67], [0.05, 0.04, 0.05], [0.16, -0.06, 0.00], [-0.02, -0.01, -0.07], [-0.13, -0.02, 0.10], [-1.41, -0.25, 0.85], [-0.06, -0.13, 0.10], [0.13, -0.35, 0.35], [-0.40, 0.04, 0.33], [-0.24, 0.22, 0.61], [-0.04, 0.21, -0.04], [0.06, -0.54, -0.14], [-0.07, -0.07, -0.09], [-0.11, -0.13, -0.06], [0.78, 0.05, 0.31], [-0.28, 0.46, -0.33], [-0.52, 0.16, -1.03], [0.49, 0.17, 1.03], [0.15, 0.02, 0.24], [-0.12, 0.07, -0.06], [0.02, -0.04, -0.06], [0.32, 0.38, 0.42], [0.04, 0.03, -0.05], [0.00, -0.54, -0.38], [-0.26, -0.86, -0.88], [4.22, -0.38, 3.26], [-0.18, -0.02, -0.11], [-4.07, 0.35, -3.32], [0.02, -0.02, 0.05], [0.16, -0.06, 0.12], [-0.25, 0.22, 0.83], [-0.61, -0.20, -0.44], [0.74, -0.06, -0.01], [0.19, 0.15, -0.07], [1.79, -0.37, -0.86], [-0.07, -0.05, -0.05], [-0.26, 0.04, 0.05], [1.59, 0.26, 0.17], [0.07, 0.20, 0.02], [0.09, 0.17, -0.03], [0.62, -0.30, 1.21], [-1.27, -0.12, -0.49], [-0.01, 0.07, 0.05], [-0.68, 0.32, -1.18], [-0.03, -0.06, -0.11], [-0.12, 0.08, -0.13], [-0.01, -0.01, -0.11], [0.07, -0.01, -0.10], [-0.02, 0.03, 0.00], [0.58, 0.45, -0.03], [0.05, -0.03, 0.06], [0.00, 0.05, 0.01], [-0.40, 0.27, -0.06], [0.35, 0.03, 0.43], [-0.06, -0.24, 0.02], [-0.06, 0.11, 0.00], [-0.04, -0.03, -0.09], [0.08, -0.12, -0.12], [0.08, 0.08, 0.17]], "e_tot_ev": -315438.5267, "charge": 1, "max_force_ev_per_a": 5.3, "gap_ev": 2.77, "e_homo_ev": -8.688}


(2)
{"formula": "C19H25N3O2", "method": "the ωB97M-V functional and the def2-TZVPD basis", "elements": ["O", "O", "N", "N", "N", "C", "C", "C", "C", "C", "C", "C", "C", "C", "C", "C", "C", "C", "C", "C", "C", "C", "C", "C", "H", "H", "H", "H", "H", "H", "H", "H", "H", "H", "H", "H", "H", "H", "H", "H", "H", "H", "H", "H", "H", "H", "H", "H", "H"], "coordinates": [[0.6952, 2.5308, -0.4186], [-1.4063, 4.7829, 2.3825], [-0.8228, 1.5386, 0.7987], [-0.2937, -0.2918, -1.7195], [0.0372, 3.5121, 0.2510], [-1.8431, 3.5547, 1.8675], [0.5015, -2.6039, -2.2444], [1.1055, -3.4763, -3.3427], [0.6193, 0.0986, -0.6572], [1.2770, -4.9116, -2.8529], [0.1397, 1.3728, -0.0592], [-0.0602, -5.4842, -2.3918], [1.8981, 5.0658, 4.8722], [-0.8591, 2.8934, 0.9634], [-0.8453, -3.1766, -1.7920], [1.4855, 3.8152, 4.4537], [0.3894, 3.6720, 3.6179], [0.2968, -1.1593, -2.7208], [1.2041, 6.1888, 4.4488], [-0.3043, 4.7977, 3.1920], [-1.5545, -0.8294, -1.2366], [0.1122, 6.0591, 3.6164], [-1.4512, -2.2695, -0.7208], [-0.6682, -4.6118, -1.2975], [-0.0122, -4.6156, -0.4233], [-2.4457, -2.6233, -0.4444], [1.5177, 7.1713, 4.7689], [2.0716, -3.0690, -3.6501], [2.7541, 5.1667, 5.5220], [0.0927, 2.6812, 3.3090], [1.9838, -4.9276, -2.0198], [-2.2556, -0.7952, -2.0761], [-2.7458, 3.7905, 1.2929], [2.0185, 2.9330, 4.7774], [1.1868, -2.5981, -1.3885], [1.6903, -5.5293, -3.6529], [1.6044, 0.2832, -1.0902], [0.0794, -6.5018, -2.0211], [0.7088, -0.6477, 0.1473], [-0.8302, -2.2982, 0.1775], [-2.1153, 2.8469, 2.6631], [-0.3816, -1.1588, -3.5802], [-0.7460, -5.5291, -3.2410], [-1.6346, -5.0176, -0.9902], [0.4468, -3.4657, -4.2145], [-0.4394, 6.9203, 3.2749], [1.2458, -0.7246, -3.0444], [-1.5196, -3.1880, -2.6571], [-1.9273, -0.1720, -0.4493]], "atomic_forces_ev_per_a": [[0.28, -0.77, -0.30], [0.12, 0.19, 0.02], [0.11, -0.48, 0.00], [0.14, 0.23, -0.06], [-0.55, 1.12, 0.52], [-0.27, -0.01, 0.05], [-0.29, 0.16, -0.55], [0.20, 0.00, 0.36], [-0.02, -0.02, -0.11], [-0.18, -0.02, -0.28], [-0.36, 0.17, 0.47], [0.20, -0.03, 0.27], [0.13, -0.07, 0.09], [0.59, -0.12, -0.58], [0.24, -0.05, 0.64], [0.07, 0.07, 0.08], [-0.28, -0.11, -0.17], [0.19, -0.20, 0.10], [-0.03, -0.01, -0.03], [0.17, 0.15, 0.23], [-0.22, -0.10, 0.25], [-0.17, -0.11, -0.15], [-0.01, 0.16, -0.40], [-0.19, 0.03, -0.39], [0.01, 0.02, 0.10], [-0.04, -0.03, 0.09], [0.01, 0.09, 0.02], [0.01, 0.05, -0.09], [0.07, 0.01, 0.05], [-0.04, -0.08, -0.02], [0.08, -0.03, 0.03], [-0.07, 0.00, 0.04], [0.11, -0.10, 0.15], [0.03, -0.06, 0.02], [0.02, -0.03, 0.09], [0.08, -0.03, 0.04], [-0.02, -0.10, 0.06], [-0.05, -0.05, -0.07], [0.10, 0.11, -0.06], [0.02, -0.07, 0.09], [0.06, 0.09, -0.13], [0.05, -0.06, -0.08], [-0.05, -0.06, -0.05], [-0.02, 0.00, 0.10], [-0.04, 0.04, -0.10], [-0.06, 0.12, -0.04], [-0.01, 0.00, -0.07], [-0.01, 0.02, -0.09], [-0.10, -0.06, -0.14]], "e_tot_ev": -28673.2817, "max_force_ev_per_a": 1.4, "gap_ev": 9.36, "e_homo_ev": -8.555, "smiles": "c1ccc(OCc2noc(CN3CC[C@@H]4CCCC[C@H]4C3)n2)cc1"}


(3)
{"formula": "C4H9NO", "method": "the ωB97M-V functional and the def2-TZVPD basis", "elements": ["O", "N", "C", "C", "C", "C", "H", "H", "H", "H", "H", "H", "H", "H", "H"], "coordinates": [[-0.3207, -1.6655, 0.7193], [-1.3110, -0.0788, -0.6456], [1.0381, 0.0082, -0.3820], [2.3859, -0.3026, 0.1910], [-0.0643, -0.7034, -0.0124], [-2.4589, -0.5252, -0.3149], [-3.3734, -0.0757, -0.6860], [-2.4305, -1.3732, 0.3680], [-1.2132, 0.7262, -1.2576], [-0.4471, 1.9243, 0.9416], [2.8139, 0.5653, 0.7114], [-0.9681, 2.4170, 1.1480], [2.2937, -1.1194, 0.9132], [0.9473, 0.8082, -1.1149], [3.1082, -0.6055, -0.5789]], "atomic_forces_ev_per_a": [[0.08, 0.22, -0.08], [-0.35, -0.16, 0.09], [-0.01, -0.10, 0.00], [0.08, -0.05, 0.04], [0.02, 0.13, -0.13], [0.26, 0.07, -0.06], [0.16, -0.03, -0.01], [-0.04, 0.08, -0.07], [0.02, -0.13, 0.08], [-0.03, 0.07, 0.06], [-0.06, -0.13, -0.09], [0.02, 0.00, 0.01], [0.05, 0.12, -0.12], [-0.07, -0.13, 0.17], [-0.12, 0.04, 0.11]], "e_tot_ev": -7828.7564, "max_force_ev_per_a": 0.4, "gap_ev": [7.10, 7.10], "e_homo_ev": [-7.351, -7.352]}


(4)
{"formula": "C11H16Cl3NOPbS", "method": "the ωB97M-V functional and the def2-TZVPD basis", "elements": ["Pb", "Cl", "Cl", "Cl", "S", "O", "N", "C", "C", "C", "C", "C", "C", "C", "C", "C", "C", "C", "H", "H", "H", "H", "H", "H", "H", "H", "H", "H", "H", "H", "H", "H", "H", "H"], "coordinates": [[-1.7370, 0.8865, 1.1581], [-0.4584, -0.1801, 3.0374], [-0.6586, 3.2768, 1.3977], [-2.7802, 0.9103, -1.4853], [-4.5141, 0.3066, 2.3172], [-0.7852, -3.1926, 4.0182], [-6.0064, 2.6961, 2.6315], [-5.4235, 1.6758, 2.5098], [1.7144, -0.1292, 0.1463], [1.5286, 0.9445, -0.7564], [0.6643, 0.5125, -1.7831], [2.4785, -0.0499, 1.3906], [0.9481, -1.2255, -0.3161], [0.3015, -0.8299, -1.5135], [-0.6704, -1.6233, -2.2566], [0.1349, 1.3735, -2.8396], [2.0340, 2.3081, -0.5884], [0.7691, -2.5073, 0.3613], [-0.7705, 0.9356, -3.2583], [1.3021, 3.0024, -1.0069], [-0.1842, -2.0634, -3.1352], [-1.0542, -2.4448, -1.6426], [1.5686, -3.1820, 0.0286], [2.9970, 2.4981, -1.0795], [-1.4998, -0.9809, -2.5894], [0.8611, 1.5531, -3.6410], [-0.1326, 2.3411, -2.4000], [3.5548, -0.0901, 1.1872], [0.8391, -2.4060, 1.4523], [2.2269, -0.8781, 2.0548], [-1.4837, -3.8788, 4.1516], [2.1515, 2.5132, 0.4773], [2.2680, 0.9036, 1.8928], [-0.1841, -2.9757, 0.0791]], "atomic_forces_ev_per_a": [[-0.84, 0.56, -0.99], [0.81, -0.77, 1.29], [0.06, 0.24, 0.09], [-0.33, 0.04, -0.41], [0.09, -0.45, 0.14], [-0.20, -0.66, 0.19], [0.67, -1.74, -0.10], [-0.81, 2.21, 0.12], [-0.48, 0.03, -0.45], [-0.98, -0.45, -1.70], [1.82, 1.88, 1.54], [0.34, -0.03, 0.53], [-1.22, 0.59, -1.74], [0.77, -1.70, 2.57], [-0.45, -0.33, -0.65], [-0.30, 0.37, -0.55], [0.28, 0.65, 0.09], [0.31, -0.97, 0.27], [0.04, 0.22, -0.08], [0.16, 0.20, 0.23], [-0.11, -0.12, -0.16], [-0.08, 0.16, -0.20], [-0.05, -0.35, 0.22], [0.05, -0.05, -0.04], [0.13, -0.35, 0.14], [0.06, 0.00, -0.03], [-0.09, -0.08, -0.23], [0.09, 0.05, -0.01], [-0.25, -0.11, -0.23], [0.03, 0.21, 0.08], [0.27, 0.64, -0.18], [-0.05, 0.33, -0.12], [0.05, -0.29, 0.06], [0.21, 0.09, 0.33]], "e_tot_ev": -68856.0169, "charge": -2, "max_force_ev_per_a": 3.2, "gap_ev": [4.26, 5.61], "e_homo_ev": [-1.484, -1.481]}